Here is an isolated molecule of C5H12N2 from the Open Molecules 2025 dataset. Energies are from ωB97M-V with the def2-TZVPD basis set.

Structure (ORCA input):
```
! RIJCOSX wB97M-V def2-TZVPD def2/J DEFGRID3
* xyz 0 1
H -2.492 -0.994 2.918
N -2.589 -1.220 1.902
C -1.460 -1.542 1.350
N -0.886 -1.047 0.166
C 0.541 -1.235 -0.056
C 1.079 -0.345 -1.132
C 0.481 1.192 -1.212
C 0.560 2.281 -0.104
H -0.738 -2.026 2.094
H -1.585 -0.904 -0.520
H 0.534 -2.342 -0.359
H 1.216 -1.130 0.824
H 2.177 -0.318 -0.954
H 0.971 -0.856 -2.106
H 1.010 1.724 -2.049
H -0.465 1.006 -1.697
H -0.501 2.777 0.327
H 0.864 1.825 0.836
H 1.285 3.155 -0.228
*
```

Computed properties:
- SMILES = [H]/N=C/NCCCC
- LUMO energy (eV) = 0.894
- maximum force (eV Å⁻¹) = 3.8
- ΔE to the lowest compared entry with this formula, charge and spin (kJ/mol) = 298.2



Here is an isolated molecule of C5H12N2 from the Open Molecules 2025 dataset. Energies are from ωB97M-V with the def2-TZVPD basis set.

Structure (ORCA input):
```
! RIJCOSX wB97M-V def2-TZVPD def2/J DEFGRID3
* xyz 0 1
C -0.183 -1.619 1.476
C 0.128 -0.771 0.236
C -0.549 -1.063 -0.892
N -1.583 -1.979 -1.031
C 0.910 0.507 0.410
C 0.245 1.680 -0.304
N 0.983 2.925 -0.067
H -0.044 -0.940 2.321
H 0.528 -2.437 1.580
H -1.212 -1.962 1.515
H -0.263 -0.477 -1.757
H -2.165 -1.789 -1.788
H -2.084 -2.245 -0.205
H 1.932 0.401 0.050
H 0.977 0.706 1.471
H 0.288 1.497 -1.378
H -0.801 1.850 -0.059
H 1.331 3.361 -0.901
H 1.601 3.014 0.707
*
```

Computed properties:
- SMILES = C/C(=C\N)CCN
- LUMO energy (eV) = 1.036
- maximum force (eV Å⁻¹) = 2.0
- ΔE to the lowest compared entry with this formula, charge and spin (kJ/mol) = 124.7



Here is a 2-piece molecular cluster, C5H12N2 overall from the Open Molecules 2025 dataset. Energies are from ωB97M-V with the def2-TZVPD basis set.

Structure (ORCA input):
```
! RIJCOSX wB97M-V def2-TZVPD def2/J DEFGRID3
* xyz 0 1
C -0.762 0.241 -2.379
C -1.160 -0.051 -1.172
C 1.012 -1.569 0.189
C -0.563 -0.305 1.737
C 0.323 -0.277 0.521
N 0.496 2.114 0.317
N 1.135 0.853 0.394
H -1.445 0.293 -3.225
H 0.271 0.455 -2.616
H -2.153 -0.283 -0.829
H 0.298 -2.389 0.203
H 1.793 -1.778 0.925
H 1.468 -1.525 -0.798
H -1.165 0.598 1.826
H -1.234 -1.160 1.694
H 0.056 -0.395 2.634
H -0.334 2.026 -0.285
H 0.183 2.377 1.249
H 1.784 0.776 -0.384
*
```

Computed properties:
- LUMO energy (eV) = 1.021
- maximum force (eV Å⁻¹) = 3.8
- ΔE to the lowest compared entry with this formula, charge and spin (kJ/mol) = 372.7



Here is C5H12N2 as an isolated structure from the Open Molecules 2025 dataset. Energies are from ωB97M-V with the def2-TZVPD basis set.

Structure (ORCA input):
```
! RIJCOSX wB97M-V def2-TZVPD def2/J DEFGRID3
* xyz 0 1
C -1.287 -0.126 1.422
C -1.164 1.388 -0.665
C -0.579 -0.291 0.075
N -0.991 -1.118 -0.857
H -0.340 -1.888 -1.008
H -1.081 -1.023 2.011
H -0.916 0.747 1.955
H -1.177 2.271 -0.039
H -0.746 1.565 -1.650
H -2.150 0.943 -0.779
H -2.363 -0.048 1.274
C 1.909 -0.996 -0.516
C 1.019 -0.120 0.352
N 0.969 1.251 0.088
H 1.266 1.409 -0.878
H 1.198 -0.316 1.413
H 1.701 -0.840 -1.577
H 1.775 -2.056 -0.287
H 2.957 -0.750 -0.333
*
```

Computed properties:
- LUMO energy (spin up / spin down) (eV) = 0.140 / -0.643
- maximum force (eV Å⁻¹) = 1.9
- ΔE to the lowest compared entry with this formula, charge and spin (kJ/mol) = 522.3



Here is an isolated molecule of C5H12N2 from the Open Molecules 2025 dataset. Energies are from ωB97M-V with the def2-TZVPD basis set.

Structure (ORCA input):
```
! RIJCOSX wB97M-V def2-TZVPD def2/J DEFGRID3
* xyz 0 1
C -2.092 0.789 -2.098
N -2.287 1.334 -0.784
C -1.306 0.988 0.167
C -0.206 0.268 -0.094
C 0.520 -0.414 1.041
C 1.760 -1.468 0.771
N 3.028 -1.285 1.493
H -3.057 0.671 -2.562
H -1.550 -0.142 -2.195
H -1.662 1.597 -2.909
H -3.164 1.827 -0.567
H -1.350 1.424 1.188
H 0.330 0.283 -1.018
H 0.853 0.521 1.792
H -0.100 -0.966 1.805
H 2.220 -1.332 -0.359
H 1.548 -2.573 0.929
H 2.967 -0.933 2.435
H 3.548 -0.591 0.965
*
```

Computed properties:
- SMILES = CN/C=C/CCN
- LUMO energy (eV) = 1.014
- maximum force (eV Å⁻¹) = 4.1
- ΔE to the lowest compared entry with this formula, charge and spin (kJ/mol) = 331.0



Here is a 2-piece molecular cluster, C5H12N2 overall from the Open Molecules 2025 dataset. Energies are from ωB97M-V with the def2-TZVPD basis set.

Structure (ORCA input):
```
! RIJCOSX wB97M-V def2-TZVPD def2/J DEFGRID3
* xyz 0 1
C 1.785 -0.603 -1.718
C 1.522 -0.456 -0.455
N 1.266 -0.526 0.737
C 1.991 0.025 1.843
H 1.415 0.097 -2.449
H 2.338 -1.452 -2.079
H 1.619 1.042 2.037
H 1.781 -0.580 2.721
H 3.073 0.072 1.676
C -2.045 -0.338 -1.232
N -1.415 0.798 -0.582
C -1.556 0.758 0.851
H -1.686 -1.306 -0.855
H -3.123 -0.281 -1.069
H -1.849 -0.289 -2.301
H -0.406 0.762 -0.798
H -0.908 -0.058 1.277
H -2.606 0.639 1.122
H -1.199 1.696 1.275
*
```

Computed properties:
- SMILES = C=C=NC.CNC
- LUMO energy (eV) = 0.897
- maximum force (eV Å⁻¹) = 2.0
- ΔE to the lowest compared entry with this formula, charge and spin (kJ/mol) = 246.3



Here is an isolated molecule of C5H12N2 from the Open Molecules 2025 dataset. Energies are from ωB97M-V with the def2-TZVPD basis set.

Structure (ORCA input):
```
! RIJCOSX wB97M-V def2-TZVPD def2/J DEFGRID3
* xyz 0 1
C 1.994 -0.422 -1.022
C 0.807 -0.134 -0.467
C -0.448 -0.806 -0.951
C -1.764 -0.603 -0.232
N -2.104 0.882 -0.185
N 0.737 0.958 0.432
C 1.478 0.735 1.707
H 2.129 -1.369 -1.539
H 2.930 0.064 -0.760
H -0.596 -0.540 -2.003
H -0.224 -1.868 -0.947
H -1.725 -0.933 0.814
H -2.566 -1.181 -0.705
H -2.670 1.028 -1.021
H -2.818 0.918 0.542
H -0.219 1.288 0.462
H 1.013 1.301 2.503
H 1.541 -0.337 1.889
H 2.506 1.016 1.482
*
```

Computed properties:
- SMILES = C=C(CCN)NC
- LUMO energy (eV) = 0.897
- maximum force (eV Å⁻¹) = 2.0
- ΔE to the lowest compared entry with this formula, charge and spin (kJ/mol) = 155.9



Here is an isolated molecule of C5H12N2 from the Open Molecules 2025 dataset. Energies are from ωB97M-V with the def2-TZVPD basis set.

Structure (ORCA input):
```
! RIJCOSX wB97M-V def2-TZVPD def2/J DEFGRID3
* xyz 0 1
C -0.254 2.938 -1.088
N 0.424 2.153 -0.099
C -0.006 0.898 0.266
C 0.702 -0.032 0.907
C 0.081 -1.313 1.391
C 0.068 -2.395 0.311
N -0.820 -2.033 -0.810
H 0.297 3.846 -1.307
H -0.413 2.381 -2.015
H -1.254 3.200 -0.723
H 1.369 2.353 0.179
H -1.086 0.737 0.266
H 1.786 0.053 0.941
H -0.987 -1.146 1.574
H 0.544 -1.721 2.290
H 1.078 -2.650 -0.047
H -0.354 -3.329 0.711
H -0.714 -2.757 -1.512
H -0.461 -1.182 -1.234
*
```

Computed properties:
- SMILES = CN/C=C/CCN
- LUMO energy (eV) = 1.113
- maximum force (eV Å⁻¹) = 1.3
- ΔE to the lowest compared entry with this formula, charge and spin (kJ/mol) = 122.9



Here is an isolated molecule of C5H12N2 from the Open Molecules 2025 dataset. Energies are from ωB97M-V with the def2-TZVPD basis set.

Structure (ORCA input):
```
! RIJCOSX wB97M-V def2-TZVPD def2/J DEFGRID3
* xyz 0 1
N -2.427 1.568 1.311
C -1.624 0.430 0.961
C -0.364 0.084 1.277
C 0.287 -1.144 0.760
C 0.303 -1.088 -0.750
C 0.995 0.137 -1.445
N 2.427 -0.179 -1.733
H -2.375 2.241 0.558
H -2.089 1.946 2.189
H -2.225 -0.187 0.300
H 0.123 0.683 2.042
H -0.158 -2.103 1.078
H 1.299 -1.109 1.217
H 0.781 -1.953 -1.252
H -0.712 -1.098 -1.195
H 0.928 0.869 -0.626
H 0.562 0.304 -2.420
H 2.850 0.515 -2.325
H 2.925 -0.453 -0.903
*
```

Computed properties:
- SMILES = N/C=C/CCCN
- LUMO energy (eV) = 1.114
- maximum force (eV Å⁻¹) = 3.0
- ΔE to the lowest compared entry with this formula, charge and spin (kJ/mol) = 169.7



Here is an isolated molecule of C5H12N2 from the Open Molecules 2025 dataset. Energies are from ωB97M-V with the def2-TZVPD basis set.

Structure (ORCA input):
```
! RIJCOSX wB97M-V def2-TZVPD def2/J DEFGRID3
* xyz 0 1
H -2.883 0.349 0.063
N -2.124 -0.054 -0.484
C -1.029 0.593 -0.423
C -0.848 1.909 0.287
C 0.100 0.073 -1.266
N 0.873 -0.769 -0.295
C 1.674 -0.127 0.719
C 0.239 -2.019 0.103
H -1.774 2.487 0.250
H -0.603 1.729 1.337
H -0.045 2.503 -0.150
H -0.278 -0.595 -2.040
H 0.751 0.870 -1.632
H 2.444 -0.823 1.046
H 1.100 0.179 1.609
H 2.154 0.753 0.296
H 0.429 -2.241 1.154
H -0.836 -1.984 -0.067
H 0.654 -2.834 -0.506
*
```

Computed properties:
- SMILES = [H]/N=C(\C)CN(C)C
- LUMO energy (eV) = 0.965
- maximum force (eV Å⁻¹) = 2.5
- ΔE to the lowest compared entry with this formula, charge and spin (kJ/mol) = 142.4



Here is an isolated molecule of C5H12N2 from the Open Molecules 2025 dataset. Energies are from ωB97M-V with the def2-TZVPD basis set.

Structure (ORCA input):
```
! RIJCOSX wB97M-V def2-TZVPD def2/J DEFGRID3
* xyz 0 3
C 0.903 0.363 -0.020
C 1.203 1.837 -0.023
C 2.139 -0.479 -0.042
C -0.563 -1.542 -0.077
C -2.679 0.598 0.188
N -0.349 -0.092 0.006
N -1.275 0.825 0.062
H 2.048 2.224 -0.700
H 1.607 1.963 1.015
H 0.271 2.474 -0.200
H 2.580 -0.372 -1.086
H 1.781 -1.506 0.141
H 2.795 -0.040 0.731
H 0.218 -2.002 0.622
H -1.429 -1.834 0.456
H -0.442 -1.989 -1.061
H -2.831 0.805 1.216
H -3.119 1.460 -0.334
H -3.139 -0.308 -0.164
*
```

Computed properties:
- LUMO energy (spin up / spin down) (eV) = 0.955 / 0.509
- maximum force (eV Å⁻¹) = 5.7
- ΔE to the lowest compared entry with this formula, charge and spin (kJ/mol) = 93.6



Here is an isolated ion of composition C5H12N2 and charge +1 from the Open Molecules 2025 dataset. Energies are from ωB97M-V with the def2-TZVPD basis set.

Structure (ORCA input):
```
! RIJCOSX wB97M-V def2-TZVPD def2/J DEFGRID3
* xyz 1 2
N 1.026 -0.008 0.976
C 1.275 -1.412 0.872
C 0.233 -1.924 -0.172
C -0.667 -0.726 -0.472
C 0.190 0.503 -0.076
C -0.662 1.743 0.296
N -1.252 2.394 -0.832
H 1.888 0.544 1.080
H 2.292 -1.681 0.565
H 1.066 -1.928 1.820
H -0.233 -2.839 0.189
H 0.794 -2.218 -1.058
H -0.944 -0.722 -1.527
H -1.561 -0.707 0.152
H 0.832 0.721 -0.948
H -1.395 1.431 1.029
H -0.014 2.456 0.806
H -0.693 2.349 -1.673
H -2.173 2.025 -1.028
*
```

Computed properties:
- LUMO energy (spin up / spin down) (eV) = -3.202 / -8.087
- maximum force (eV Å⁻¹) = 3.0
- ΔE to the lowest compared entry with this formula, charge and spin (kJ/mol) = 134.7



Copy entry 6 word for word.
Here is a 2-piece molecular cluster, C5H12N2 overall from the Open Molecules 2025 dataset. Energies are from ωB97M-V with the def2-TZVPD basis set.

Structure (ORCA input):
```
! RIJCOSX wB97M-V def2-TZVPD def2/J DEFGRID3
* xyz 0 1
C 1.785 -0.603 -1.718
C 1.522 -0.456 -0.455
N 1.266 -0.526 0.737
C 1.991 0.025 1.843
H 1.415 0.097 -2.449
H 2.338 -1.452 -2.079
H 1.619 1.042 2.037
H 1.781 -0.580 2.721
H 3.073 0.072 1.676
C -2.045 -0.338 -1.232
N -1.415 0.798 -0.582
C -1.556 0.758 0.851
H -1.686 -1.306 -0.855
H -3.123 -0.281 -1.069
H -1.849 -0.289 -2.301
H -0.406 0.762 -0.798
H -0.908 -0.058 1.277
H -2.606 0.639 1.122
H -1.199 1.696 1.275
*
```

Computed properties:
- SMILES = C=C=NC.CNC
- LUMO energy (eV) = 0.897
- maximum force (eV Å⁻¹) = 2.0
- ΔE to the lowest compared entry with this formula, charge and spin (kJ/mol) = 246.3



ΔE to the lowest compared entry with this formula, charge and spin of number 12 (C5H12N2)? 134.7 kJ/mol